The following is a DFT calculation (wB97M-V/def2-TZVPD) of a molecular structure, C41H37F5HgP2 at a distorted geometry.

Last column: Löwdin charge in e.
Geometry (Å):
Hg1 -2.1651 -0.0337 3.3018  1.109
C1 -0.6948 5.1792 3.5743  -0.115
C2 -0.5154 4.9361 2.2695  -0.111
C3 0.7925 4.8514 1.5437  -0.191
C4 1.4999 3.4519 1.6713  -0.182
C5 2.0872 3.1005 3.0133  -0.113
C6 2.0599 3.8308 4.1466  -0.100
C7 1.7811 5.3072 4.3228  -0.198
C8 0.2983 5.7066 4.5539  -0.184
C9 -0.7773 -1.6733 3.3929  -0.305
H1 -1.6949 5.0987 4.0003  0.094
H2 -1.4248 4.7373 1.6900  0.096
H3 1.4740 5.6321 1.8833  0.090
H4 0.5925 5.0408 0.4693  0.110
H5 0.7393 2.6845 1.4353  0.085
H6 2.2545 3.3735 0.8596  0.113
H7 2.5686 2.1100 3.0735  0.100
H8 2.3340 3.3025 5.0753  0.104
H9 2.2198 5.9426 3.5368  0.099
H10 2.3231 5.6000 5.2371  0.107
H11 -0.0148 5.3896 5.5660  0.095
H12 0.2298 6.8132 4.5637  0.123
H13 -0.8381 -2.1276 4.3953  -0.018
H14 0.2134 -1.2520 3.1634  -0.036
H15 -1.1288 -2.3821 2.6329  -0.052
P1 -1.3655 -1.7528 -3.0495  1.004
P2 1.0460 -3.5177 -1.9914  1.001
C10 0.3442 -1.3791 -3.5594  -0.341
C11 1.3284 -2.2517 -3.2513  -0.368
C12 -2.1123 -1.8618 -4.7559  -0.380
C13 -1.5288 -1.3336 -5.9151  -0.097
C14 -2.1301 -1.5074 -7.1684  -0.082
C15 -3.3194 -2.2404 -7.2897  -0.086
C16 -3.8836 -2.7993 -6.1403  -0.095
C17 -3.2886 -2.6277 -4.8948  -0.113
C18 -1.7901 -0.0808 -2.4521  -0.395
C19 -1.1573 0.3246 -1.2594  -0.111
C20 -1.4318 1.5774 -0.7146  -0.094
C21 -2.3204 2.4393 -1.3779  -0.091
C22 -2.9578 2.0349 -2.5606  -0.082
C23 -2.7056 0.7636 -3.0902  -0.086
C24 2.0287 -4.8577 -2.9005  -0.353
C25 1.5505 -5.3065 -4.1495  -0.109
C26 2.2476 -6.2783 -4.8723  -0.094
C27 3.4347 -6.8168 -4.3783  -0.099
C28 3.9177 -6.3760 -3.1483  -0.089
C29 3.2172 -5.4154 -2.4071  -0.089
C30 2.2656 -2.9747 -0.7525  -0.418
C31 2.2105 -3.6005 0.5051  -0.123
C32 3.1339 -3.2720 1.5013  -0.085
C33 4.1162 -2.3022 1.2399  -0.092
C34 4.1630 -1.6623 0.0042  -0.085
C35 3.2283 -1.9806 -0.9906  -0.086
H16 0.5193 -0.4708 -4.1444  0.077
H17 2.3020 -2.2591 -3.7483  0.084
H18 -0.5850 -0.7848 -5.8692  0.090
H19 -1.6727 -1.0749 -8.0575  0.102
H20 -3.7889 -2.3749 -8.2659  0.103
H21 -4.8039 -3.3803 -6.2237  0.104
H22 -3.7244 -3.0904 -4.0087  0.097
H23 -0.4455 -0.3458 -0.7746  0.098
H24 -0.9553 1.8877 0.2232  0.077
H25 -2.5181 3.4305 -0.9651  0.098
H26 -3.6466 2.7107 -3.0801  0.106
H27 -3.2028 0.4327 -4.0043  0.101
H28 0.6325 -4.8817 -4.5609  0.100
H29 1.8587 -6.6190 -5.8290  0.101
H30 3.9723 -7.5762 -4.9435  0.101
H31 4.8453 -6.7841 -2.7568  0.100
H32 3.6201 -5.0977 -1.4423  0.097
H33 1.4381 -4.3501 0.6885  0.100
H34 3.0750 -3.7666 2.4708  0.103
H35 4.8356 -2.0472 2.0212  0.103
H36 4.9241 -0.8943 -0.1976  0.108
H37 3.2567 -1.4562 -1.9435  0.089
F1 -5.0715 0.9624 5.1622  0.052
C36 -3.9763 1.7427 5.3531  -0.261
C37 -2.7081 1.2698 5.0244  -0.157
C38 -1.6871 1.8673 5.7592  -0.259
F2 -0.4557 1.2932 5.9082  0.040
C39 -1.8434 3.1104 6.3839  -0.147
F3 -0.8088 3.6877 7.0515  0.084
C40 -3.0706 3.7569 6.3318  -0.136
F4 -3.2052 5.0447 6.7310  0.107
C41 -4.1690 3.0038 5.9467  -0.146
F5 -5.3963 3.4890 6.2068  0.104

Summary:
total charge = 0
E_LUMO = -1.02 eV
F_max = 2.25 eV/A
ΔE to the lowest compared entry with this formula, charge and spin = 11.6 kcal/mol
gap between HOMO and LUMO = 6.90 eV
E_tot = -2919.7836 Eh